Entry 1:
C50H62CoO5PSSe as an isolated structure at a distorted geometry. Source: OMol25; level of theory: ωB97M-V with the def2-TZVPD basis set.

The geometry in XYZ format:
```
121
Properties=species:S:1:pos:R:3:forces:R:3
Co -1.3651 0.0601 -0.6425 -1.41 0.09 2.16
C -2.2335 3.4784 5.9446 0.07 0.09 -0.04
C -0.9711 3.8473 5.1517 0.09 -0.07 0.05
C -0.7459 5.3561 5.2638 -0.04 -0.14 -0.03
C 0.2465 3.1345 5.7662 -0.09 0.12 0.01
C -1.1077 3.3866 3.7024 0.00 -0.12 0.02
C -1.3390 2.0473 3.4295 0.00 0.12 0.09
C -1.3607 1.5899 2.1269 -0.18 0.05 -0.22
Se -1.6235 -0.2892 1.8336 0.86 0.56 -1.13
C 0.2410 -0.7734 1.9988 -0.22 -0.15 -0.17
C 0.7610 -1.0621 3.2443 0.00 -0.03 -0.01
C 2.0977 -1.4060 3.3868 -0.10 -0.03 0.09
C 2.8627 -1.4495 2.2228 0.04 -0.04 0.07
C 2.3731 -1.1742 0.9523 -0.19 0.06 -0.26
C 1.0041 -0.8055 0.8153 -0.28 0.01 0.60
O 0.4576 -0.5346 -0.3445 -0.36 0.48 -1.27
C 3.2605 -1.2950 -0.2900 0.04 0.05 -0.04
C 4.7082 -1.6512 0.0556 -0.11 0.02 -0.02
C 3.2771 0.0350 -1.0609 -0.02 -0.06 0.01
C 2.7010 -2.4106 -1.1869 0.03 0.22 0.14
C 2.6416 -1.7392 4.7742 -0.04 0.02 0.08
C 1.8311 -2.9017 5.3710 0.09 0.06 -0.01
C 2.4967 -0.5089 5.6836 0.06 -0.12 -0.05
C 4.1131 -2.1548 4.7468 -0.10 0.04 -0.03
C -1.1692 2.4226 1.0079 -0.04 -0.13 1.00
O -1.0684 1.9440 -0.2068 -0.07 -1.30 -1.48
C -1.0668 3.8191 1.2816 0.02 -0.15 -0.32
C -0.9933 4.2369 2.6028 -0.05 -0.07 0.08
C -1.1088 4.8304 0.1330 0.12 -0.05 -0.12
C -0.9905 6.2774 0.6188 -0.03 -0.13 -0.01
C -2.4650 4.6760 -0.5743 0.09 0.02 0.02
C 0.0364 4.5836 -0.8643 -0.08 0.02 0.05
H -2.1430 3.8221 6.9777 -0.01 -0.01 0.01
H -2.3959 2.4007 5.9628 -0.02 -0.02 -0.01
H -3.1130 3.9472 5.5005 -0.02 -0.01 0.01
H -0.6432 5.6309 6.3149 0.00 0.01 0.01
H -1.5862 5.9147 4.8480 0.02 0.04 -0.01
H 0.1689 5.6522 4.7478 -0.02 0.07 -0.01
H 0.3839 3.4326 6.8087 0.00 0.00 0.01
H 1.1485 3.3923 5.2085 0.04 -0.04 0.02
H 0.1263 2.0516 5.7325 0.02 -0.03 0.01
H -1.4837 1.3337 4.2325 0.00 0.01 0.03
H 0.0994 -1.0133 4.1016 0.04 -0.02 0.05
H 3.9044 -1.7214 2.3154 -0.03 0.01 -0.03
H 5.1707 -0.8879 0.6835 0.03 -0.02 0.03
H 5.2864 -1.7190 -0.8677 0.01 -0.01 -0.01
H 4.7699 -2.6164 0.5614 0.07 0.00 0.03
H 3.6575 0.8375 -0.4263 0.02 0.02 -0.01
H 2.2764 0.2998 -1.3880 -0.01 0.04 0.03
H 3.9205 -0.0500 -1.9408 0.05 -0.01 0.02
H 2.8219 -3.3832 -0.7030 -0.03 -0.04 -0.01
H 3.2294 -2.4368 -2.1436 0.04 -0.01 -0.01
H 1.6452 -2.2394 -1.3812 0.38 0.05 0.21
H 0.7811 -2.6369 5.4939 -0.03 0.00 0.00
H 2.2272 -3.1695 6.3531 -0.02 -0.02 0.01
H 1.8863 -3.7785 4.7232 0.00 -0.02 0.01
H 1.4511 -0.2155 5.7785 -0.01 0.05 0.02
H 3.0517 0.3364 5.2739 -0.01 0.03 0.02
H 2.8812 -0.7289 6.6822 -0.01 0.02 0.02
H 4.2619 -3.0387 4.1239 0.05 0.00 -0.01
H 4.4372 -2.3997 5.7595 0.02 0.00 0.01
H 4.7508 -1.3497 4.3779 0.02 -0.01 -0.03
H -0.8451 5.2896 2.7898 -0.06 0.00 -0.02
H -1.8014 6.5402 1.3000 0.01 0.04 0.02
H -1.0495 6.9428 -0.2440 0.01 0.02 0.00
H -0.0350 6.4543 1.1166 -0.01 0.04 0.02
H -3.2842 4.8805 0.1166 -0.02 0.02 -0.01
H -2.5901 3.6629 -0.9462 -0.02 0.04 0.05
H -2.5367 5.3714 -1.4145 0.00 0.01 -0.01
H 1.0015 4.7236 -0.3724 0.02 0.01 -0.02
H -0.0364 5.2906 -1.6948 0.03 0.03 0.01
H -0.0054 3.5738 -1.2614 0.04 -0.02 -0.03
O -4.9714 1.9009 -1.2401 0.03 -0.28 0.16
C -3.9127 1.3413 -1.4339 0.00 0.76 -0.76
O -3.3376 0.5013 -0.6401 1.17 -0.79 0.37
C -3.1512 1.6233 -2.7557 0.12 -0.16 0.47
P -1.8942 0.3204 -2.9170 0.13 0.79 -0.31
C -0.7105 0.9340 -4.1523 0.27 -0.23 0.38
C 0.5478 1.2889 -3.6671 -0.11 -0.05 0.08
C 1.5355 1.7299 -4.5344 0.01 0.03 -0.04
C 1.2708 1.8021 -5.8939 0.05 -0.02 0.03
C 0.0147 1.4623 -6.3808 -0.06 0.02 -0.04
C -0.9798 1.0379 -5.5148 -0.05 0.07 0.01
C -2.8084 -1.0182 -3.7413 0.29 -0.37 0.34
C -4.0614 -1.3956 -3.2528 0.06 0.07 0.04
C -4.6983 -2.5163 -3.7598 -0.02 0.02 -0.03
C -4.0964 -3.2702 -4.7585 -0.06 -0.03 0.02
C -2.8617 -2.8921 -5.2591 0.08 -0.11 -0.03
C -2.2134 -1.7804 -4.7452 -0.01 0.06 0.11
H -2.6445 2.5856 -2.6590 0.03 -0.05 0.00
H -3.8264 1.6693 -3.6087 -0.05 -0.02 0.05
H 0.7366 1.2152 -2.6008 0.05 -0.01 -0.05
H 2.5087 2.0046 -4.1495 0.01 -0.01 0.01
H 2.0461 2.1186 -6.5794 -0.01 0.03 -0.01
H -0.1895 1.5216 -7.4420 0.00 0.03 0.00
H -1.9593 0.7804 -5.8983 0.01 -0.02 -0.02
H -4.5275 -0.8299 -2.4574 -0.03 -0.05 0.02
H -5.6643 -2.8053 -3.3671 -0.01 0.01 0.00
H -4.5890 -4.1565 -5.1374 -0.01 0.02 -0.03
H -2.3834 -3.4814 -6.0312 -0.01 0.02 -0.02
H -1.2402 -1.5037 -5.1241 0.07 -0.06 -0.01
C 1.7364 -6.0090 -4.9895 -0.01 0.02 0.07
C 0.8168 -5.3461 -4.0018 -0.04 -0.03 -0.02
C -0.2115 -6.0835 -3.4133 -0.02 0.00 0.03
C -1.0577 -5.5086 -2.4817 -0.03 0.00 0.05
C -0.8658 -4.1830 -2.1237 -0.35 0.01 -0.06
C 0.1324 -3.4287 -2.7049 -0.27 0.28 -0.08
C 0.9715 -4.0114 -3.6428 -0.10 -0.03 -0.05
S -1.9323 -3.4747 -0.8549 0.93 -0.45 0.21
C -0.8448 -4.0528 0.4947 -0.36 0.22 -0.07
O -1.7422 -2.0023 -0.9175 -0.23 0.79 -0.20
H 1.1744 -6.6355 -5.6819 0.03 0.00 -0.03
H 2.4438 -6.6517 -4.4618 0.04 -0.01 -0.05
H 2.3047 -5.2775 -5.5612 0.00 0.00 -0.01
H -0.3542 -7.1200 -3.6945 0.01 0.00 -0.01
H -1.8598 -6.0816 -2.0297 0.00 -0.04 -0.05
H 0.2424 -2.3869 -2.4238 -0.18 -0.09 -0.13
H 1.7496 -3.4112 -4.0996 0.02 -0.04 0.00
H 0.1819 -3.7736 0.2682 0.01 0.08 -0.05
H -0.9498 -5.1350 0.5546 0.00 -0.02 0.02
H -1.1667 -3.5807 1.4220 -0.08 -0.02 0.01
```
Forces are in eV/Å.

Summary:
HOMO energy (spin up / spin down): -7.3 / -7.2 eV
E_tot: -186192.677 eV
charge: 0


Entry 2:
C66H81AsN2OP2SSi3Zn as an isolated structure. Source: OMol25; level of theory: ωB97M-V with the def2-TZVPD basis set.

The geometry in XYZ format:
```
158
Properties=species:S:1:pos:R:3:forces:R:3
Zn -0.2548 -0.4773 -0.0883 0.28 -0.18 0.15
O -3.0372 2.5053 2.2987 0.12 -0.30 0.22
S -1.8435 1.6156 2.4604 0.41 0.11 0.28
C -1.8315 1.4353 4.2993 -0.05 0.11 -0.09
C -2.1801 2.6282 4.8983 -0.10 0.00 0.05
C -2.4993 2.7714 6.2573 0.00 0.00 -0.05
C -2.5571 1.6377 7.0093 0.05 -0.01 0.02
C -2.9636 1.4412 8.4479 -0.01 -0.02 -0.02
C -2.9654 -0.0946 8.6461 0.01 0.01 0.00
C -2.5394 -0.6537 7.3118 0.00 -0.02 0.01
C -2.4605 -1.9407 6.8831 -0.02 0.02 -0.02
C -2.0120 -2.1564 5.5645 -0.09 -0.04 -0.01
C -1.6355 -1.1584 4.6949 0.01 -0.03 -0.03
P -0.8619 -1.6886 3.1356 0.01 0.04 -0.14
C -2.3763 -1.9253 2.0966 -0.07 -0.16 0.19
C -2.6579 -3.1236 1.4316 0.15 0.21 -0.11
C -3.8951 -3.3494 0.8458 0.00 0.00 -0.01
C -4.8903 -2.3899 0.9086 0.02 0.01 -0.01
C -4.6421 -1.2059 1.5864 -0.03 0.00 -0.03
C -3.4171 -0.9938 2.1929 0.03 0.05 0.02
C -0.1661 -3.3949 3.2558 -0.11 0.00 -0.13
C 0.3687 -3.7913 2.0221 -0.12 0.00 0.00
C 1.0105 -5.0063 1.8719 0.03 -0.03 0.00
C 1.1599 -5.8524 2.9634 0.00 0.02 -0.02
C 0.6710 -5.4598 4.1971 0.00 0.03 0.00
C 0.0136 -4.2426 4.3430 0.12 0.01 0.12
C -1.8495 0.2213 5.0654 -0.04 -0.03 0.04
C -2.2685 0.3975 6.4057 0.00 0.02 0.08
C -0.4248 2.7077 2.1674 -0.05 -0.08 0.03
C 0.2594 3.2244 3.2390 0.13 0.07 0.04
C 1.3597 4.0991 3.1235 0.00 -0.02 -0.09
C 1.7539 4.4545 1.8724 0.00 -0.03 0.05
C 2.8970 5.3242 1.4134 -0.01 0.01 -0.03
C 2.7069 5.4400 -0.1191 0.01 0.01 0.02
C 1.6067 4.4592 -0.4370 0.01 -0.03 -0.04
C 1.0988 4.0495 -1.6304 -0.01 -0.05 0.05
C 0.0118 3.1553 -1.6084 0.04 0.02 -0.05
C -0.5699 2.6563 -0.4619 -0.06 0.00 -0.03
P -2.1645 1.7319 -0.6387 -0.32 0.32 -0.12
C -3.1507 3.2605 -1.0880 0.01 -0.05 0.06
C -3.2065 3.8071 -2.3713 0.04 0.01 -0.03
C -3.8739 4.9986 -2.6080 -0.01 0.00 -0.01
C -4.4992 5.6694 -1.5645 0.00 0.01 0.02
C -4.4550 5.1330 -0.2878 0.00 0.02 -0.10
C -3.7884 3.9365 -0.0503 -0.19 0.04 -0.03
C -2.1903 0.9404 -2.3052 -0.02 0.00 0.01
C -1.1223 0.4968 -3.0824 0.04 -0.17 0.05
C -1.3473 -0.0779 -4.3286 -0.02 -0.02 0.00
C -2.6362 -0.2564 -4.8050 0.01 0.00 0.00
C -3.7118 0.1135 -4.0072 0.01 0.00 0.01
C -3.4867 0.7017 -2.7739 0.02 0.02 -0.02
C -0.0379 3.0544 0.8168 0.01 0.00 0.02
C 1.0540 3.9462 0.7550 0.07 0.05 -0.01
H -2.2595 3.4992 4.2610 0.00 0.00 0.00
H -2.7487 3.7460 6.6575 0.01 0.00 0.00
H -3.9467 1.8748 8.6358 0.01 0.01 0.01
H -2.2625 1.9386 9.1200 0.00 -0.01 0.00
H -3.9540 -0.4650 8.9209 0.00 0.00 0.01
H -2.2793 -0.4056 9.4353 0.00 0.00 0.00
H -2.7184 -2.7797 7.5166 -0.02 -0.01 -0.01
H -1.9801 -3.1767 5.2106 -0.04 0.06 0.02
H -1.9131 -3.8945 1.3367 0.10 -0.08 0.08
H -4.0763 -4.2935 0.3472 0.01 -0.01 -0.02
H -5.8556 -2.5666 0.4508 0.00 0.00 -0.01
H -5.4050 -0.4425 1.6633 -0.01 0.00 0.00
H -3.3017 -0.0763 2.7517 -0.15 -0.31 0.01
H 0.2870 -3.1254 1.1670 0.03 -0.01 0.01
H 1.4106 -5.2822 0.9044 -0.01 -0.01 0.00
H 1.6652 -6.8031 2.8534 0.01 0.00 0.00
H 0.8058 -6.0957 5.0626 0.00 0.00 0.00
H -0.2993 -3.9603 5.3375 0.02 -0.01 -0.05
H -0.0302 2.9365 4.2376 0.06 0.07 -0.12
H 1.8619 4.4538 4.0146 0.01 0.00 0.01
H 3.8478 4.8447 1.6572 0.00 0.00 -0.01
H 2.8911 6.2950 1.9099 0.01 0.00 0.00
H 3.6226 5.2192 -0.6676 0.01 -0.01 0.00
H 2.3980 6.4490 -0.4010 0.01 0.00 0.00
H 1.4906 4.4016 -2.5762 -0.01 0.02 0.00
H -0.4117 2.8709 -2.5636 -0.01 -0.01 0.02
H -2.7298 3.3015 -3.2020 0.01 0.00 0.00
H -3.9039 5.4060 -3.6112 0.00 0.00 -0.01
H -5.0186 6.6013 -1.7499 0.00 0.01 -0.01
H -4.9444 5.6434 0.5327 0.00 0.00 0.01
H -3.7573 3.5188 0.9478 -0.05 0.17 -0.27
H -0.1024 0.5206 -2.7125 -0.05 0.30 0.01
H -0.4998 -0.3977 -4.9227 -0.01 0.01 0.01
H -2.8041 -0.6854 -5.7858 0.00 -0.01 0.00
H -4.7270 -0.0438 -4.3512 -0.01 0.02 0.00
H -4.3334 1.0048 -2.1676 -0.01 0.01 -0.02
C -4.4462 -3.6279 -3.1154 -0.01 0.03 -0.01
C -3.0415 -4.2009 -3.3352 0.00 -0.05 0.06
C -2.9650 -5.6501 -2.8373 0.01 0.03 -0.01
C -2.6508 -4.1220 -4.8144 -0.01 0.00 -0.01
C -2.0857 -3.3972 -2.5541 -0.07 0.11 -0.09
N -1.3450 -2.7539 -1.9578 0.03 -0.19 0.05
H -5.1788 -4.2724 -3.6040 0.00 0.00 -0.02
H -4.5204 -2.6251 -3.5363 0.01 0.00 0.03
H -4.6823 -3.5690 -2.0524 -0.01 -0.02 -0.01
H -3.7070 -6.2523 -3.3633 0.01 -0.01 -0.01
H -3.1658 -5.7070 -1.7674 -0.02 -0.01 0.01
H -1.9772 -6.0720 -3.0241 0.00 -0.01 0.01
H -3.3442 -4.7281 -5.4001 0.00 0.00 -0.01
H -1.6393 -4.4974 -4.9718 0.00 -0.01 0.00
H -2.6957 -3.0929 -5.1701 0.00 -0.01 0.01
C 4.9798 1.2265 -5.7692 0.01 -0.07 0.05
Si 3.2247 1.2433 -5.0980 -0.07 0.09 -0.05
C 2.7099 3.0380 -4.9132 0.01 0.01 0.03
C 2.0658 0.4579 -6.3635 0.01 -0.04 0.04
As 2.8454 0.2127 -3.0162 0.09 -0.10 0.02
Si 3.1559 -2.0452 -3.6343 -0.07 -0.10 -0.06
C 3.7849 -3.0976 -2.2140 0.00 0.06 0.06
C 4.3145 -2.3110 -5.0909 0.03 0.06 0.02
C 1.4559 -2.7012 -4.0757 0.01 0.08 0.00
Si 4.7774 0.7043 -1.7630 0.03 0.03 0.11
C 4.4707 2.3847 -0.9928 -0.02 0.03 -0.04
C 6.4244 0.7806 -2.6606 -0.03 -0.04 -0.05
C 4.9579 -0.5415 -0.3687 -0.05 -0.03 -0.02
H 4.9614 1.4235 -6.8442 -0.01 0.02 -0.01
H 5.4831 0.2740 -5.6083 0.01 -0.01 -0.03
H 5.5799 2.0048 -5.2973 0.01 0.02 0.00
H 2.7545 3.5523 -5.8769 0.01 0.01 -0.01
H 3.3595 3.5710 -4.2149 -0.01 0.01 0.01
H 1.6857 3.1013 -4.5400 0.00 -0.01 -0.01
H 2.5266 0.4593 -7.3540 -0.01 0.04 -0.01
H 1.1368 1.0288 -6.4221 -0.01 -0.01 0.01
H 1.8039 -0.5726 -6.1252 0.03 -0.02 -0.02
H 4.8648 -3.0167 -2.0844 0.00 0.00 0.00
H 3.5462 -4.1431 -2.4283 0.02 -0.01 -0.02
H 3.3094 -2.8330 -1.2685 -0.04 -0.02 -0.02
H 5.3477 -2.0827 -4.8198 0.01 0.01 0.00
H 4.0514 -1.6949 -5.9516 -0.02 -0.01 -0.03
H 4.2738 -3.3576 -5.4045 0.00 -0.02 0.01
H 0.8101 -2.6924 -3.1946 0.01 0.00 -0.01
H 1.5326 -3.7274 -4.4472 0.00 -0.01 0.02
H 0.9612 -2.1015 -4.8408 0.00 -0.04 -0.03
H 4.2996 3.1497 -1.7536 0.01 0.01 -0.01
H 5.3333 2.6852 -0.3904 0.00 0.01 0.00
H 3.5889 2.3569 -0.3496 -0.04 -0.01 0.03
H 6.4997 1.6549 -3.3063 0.01 0.01 0.00
H 6.6141 -0.1050 -3.2696 0.00 -0.02 0.01
H 7.2152 0.8478 -1.9078 0.02 0.01 0.00
H 4.0010 -0.9640 -0.0641 0.00 0.02 0.03
H 5.3859 -0.0370 0.5014 0.04 0.00 0.00
H 5.6198 -1.3636 -0.6442 -0.01 0.01 0.00
C 1.5445 0.2462 4.4431 -0.05 0.03 0.00
C 1.5868 -0.4590 3.0840 -0.01 -0.01 -0.08
C 2.4712 -1.7066 3.2266 -0.06 0.00 0.01
C 2.2819 0.4375 2.0572 0.06 -0.05 0.03
N 0.2247 -0.7215 2.5750 -0.06 0.07 0.01
H 2.5499 0.5509 4.7448 0.01 0.00 0.02
H 1.1470 -0.4206 5.2141 0.00 0.00 0.00
H 0.9116 1.1345 4.4010 0.12 -0.18 0.00
H 3.4796 -1.3929 3.5059 0.00 0.00 0.00
H 2.5338 -2.2532 2.2848 0.00 0.01 -0.01
H 2.1121 -2.3865 3.9976 -0.03 -0.05 0.03
H 3.3234 0.6088 2.3425 0.00 0.01 0.00
H 1.7856 1.3960 1.9730 -0.12 0.19 -0.04
H 2.2599 -0.0411 1.0759 0.03 0.03 0.02
```
Forces are in eV/Å.

Summary:
HOMO energy: -5.8 eV
E_tot: -237089.057 eV
charge: 0